This record from the Open Molecules 2025 dataset describes a molecular structure, C8H16B2F8O2Sn in a non-equilibrium geometry. The level of theory is ωB97M-V/def2-TZVPD.

Element x y z (Å)
H: 2.20021 2.20967 -2.07335
H: 1.62266 3.61879 -1.18852
C: 2.75745 2.31539 1.12046
C: -2.13662 -2.98820 1.02703
H: 3.18700 1.42823 1.57739
H: 3.59517 4.30754 0.92551
H: -3.88938 -4.20182 1.36567
F: 2.80911 -2.33823 2.60201
H: 4.80690 3.03873 1.04459
C: -3.28519 -3.87345 0.51854
F: -0.45500 2.09643 -1.80566
B: -1.71319 1.52805 -2.18200
F: 0.78137 -2.22940 1.51407
C: 3.76527 3.08460 -0.87753
O: 1.99112 1.88792 -0.03084
H: -4.18733 -1.01192 0.60482
H: -3.65655 -0.93978 -1.03104
F: -2.44016 1.44157 -0.97428
H: 4.47221 2.32835 -1.21764
H: -2.19920 -2.78742 2.09678
H: 2.09381 2.82087 1.82214
H: -5.10936 -3.08814 -0.47861
F: 2.62737 -1.31087 0.53842
H: -3.01100 -4.79495 0.00737
C: -3.58716 -1.55285 -0.13219
F: 1.70530 -0.33170 2.38584
B: 2.01325 -1.57979 1.78318
F: -1.44892 0.19580 -2.60491
C: -4.02522 -2.96528 -0.46316
F: -2.38345 2.19838 -3.16550
C: 3.83582 3.28914 0.62266
Sn: 0.03860 -0.14868 -0.30134
H: -1.15165 -3.40434 0.83040
H: 4.01794 3.95627 -1.48968
O: -2.22869 -1.77569 0.25270
C: 2.29548 2.76316 -1.13977
H: -3.70796 -3.18637 -1.48356

Cartesian forces, eV/Å:
H -0.273 -0.116 0.095
H 0.109 0.123 0.292
C 0.083 0.059 0.321
C 0.226 -0.554 -0.519
H -0.177 -0.042 0.019
H -0.025 0.038 -0.154
H -0.208 0.226 -0.071
F -0.115 0.044 -0.225
H 0.025 0.010 -0.056
C -0.372 -0.147 0.321
F 0.241 -0.438 0.021
B -0.766 0.407 -0.254
F -0.592 0.257 -0.590
C 0.004 1.241 -1.019
O -0.826 -0.294 -0.258
H 0.255 -0.381 0.493
H 0.581 0.121 0.067
F 0.173 -0.311 0.251
H -0.425 -0.448 0.088
H -0.156 0.206 -0.043
H -0.098 -0.206 0.075
H 0.019 -0.012 0.265
F -0.414 0.223 -0.507
H 0.507 0.112 0.079
C -0.415 -0.266 -0.789
F -0.366 0.052 -0.432
B 0.671 0.041 0.907
F 0.655 -0.583 0.517
C -0.821 -0.094 -0.250
F 0.379 0.085 0.345
C -0.190 -0.224 0.102
Sn 0.029 0.356 0.271
H -0.016 0.015 0.039
H 0.149 0.206 0.367
O 0.956 1.251 0.181
C 1.040 -0.982 0.010
H 0.154 0.020 0.043

Summary:
Frontier orbital gap, eV: 8.1
Net charge: 0
Strongest force on any atom, Eh/bohr: 0.0312
E_LUMO, eV: -2.70

***

This record from the Open Molecules 2025 dataset describes a molecular structure, C62H46O4P3S2SiV in a non-equilibrium geometry. The level of theory is ωB97M-V/def2-TZVPD.

Element x y z (Å)
C: -2.73646 0.64212 -1.40660
H: -0.47629 4.43794 -4.69981
C: -0.09376 1.77657 -2.59530
H: -4.13342 0.73778 1.89803
C: -4.73350 -1.12216 4.66006
H: -0.21753 -3.91580 3.35953
H: 3.05040 0.28146 5.92310
O: 3.38713 0.23634 1.44448
C: -4.22755 -0.14444 2.51892
C: 2.52779 2.70643 0.98305
C: -1.03049 2.36744 0.17676
C: -0.34600 -3.59195 -0.01116
H: 6.70150 -0.91346 -1.76326
C: 1.24739 1.00408 3.13763
C: -4.98641 0.15595 -0.62518
O: 4.03126 -3.02972 0.45819
H: 0.56103 3.67705 2.88845
H: -3.62739 -3.47095 2.49240
C: -5.40528 -4.76570 -0.77432
C: -0.17515 3.57760 2.09771
C: 1.22535 -2.56859 -5.60201
V: 0.89296 -0.70189 -0.10931
C: 3.60948 0.37402 -2.30310
H: 0.73315 -2.48161 -6.56321
H: 1.83416 -4.60117 -5.91379
C: -5.07636 -4.88941 -2.11371
H: -2.91466 5.12880 0.86509
H: -1.36042 3.52417 -2.61438
H: -5.63676 -0.39058 0.04908
H: 2.82285 -2.92195 -2.11295
C: -0.62432 -5.90051 0.64021
C: -5.54213 1.04295 -1.53262
H: 1.38757 3.29741 -5.88047
C: 4.03094 5.01061 0.46148
H: -0.76789 -6.93858 0.36458
H: 5.48036 3.18667 -1.97961
C: 5.25166 2.12876 -2.02932
H: -5.04969 -1.01698 5.69044
Si: -0.84014 0.90172 -1.03492
H: 2.87343 -4.79788 -3.66371
H: 3.67430 2.58381 2.79116
C: 1.01747 1.20381 -3.23405
H: 4.41883 -1.62417 -2.20193
S: -0.31028 -2.35977 -1.25115
C: 0.98810 2.88409 -4.96239
H: 0.72609 -0.57331 -5.02553
H: -6.09478 -5.46544 -0.31612
P: 1.36550 1.30324 1.30894
C: 2.17848 0.47077 5.30813
H: -1.22554 5.34845 2.67802
C: -4.70553 1.66145 -2.45213
H: -2.80329 3.25485 -0.69340
H: 4.98797 4.60103 2.33905
P: 1.84468 -0.14051 -2.33486
C: -0.55155 -4.93340 -0.34745
C: 1.23432 -1.48165 -4.73349
C: -4.20219 -3.97025 -2.68440
C: -0.31131 -4.21420 2.32218
H: 4.60480 5.90911 0.26973
C: 3.94405 1.72496 -2.25540
C: 1.54751 1.74845 -4.40929
H: -3.93525 -4.05031 -3.73120
H: 3.18238 2.47411 -2.39990
C: -4.85010 -3.74683 -0.00564
H: 0.77924 0.17060 6.91079
C: 2.34688 0.74896 3.95652
P: -3.01830 -1.54356 0.39407
H: -5.13767 -3.66769 1.03271
C: 4.62962 -0.56598 -2.14860
C: -0.06411 3.51697 -4.30217
C: -3.65241 -2.95523 -1.91727
C: -3.96357 -2.50245 2.84246
H: 3.33824 0.73336 3.53143
C: 1.85990 -1.56551 -3.49514
C: -3.33540 1.46213 -2.37480
C: -0.19621 0.62907 5.05178
C: -2.04868 3.33600 0.08237
C: -0.58129 2.97943 -3.13722
C: 0.90887 0.40597 5.86092
C: 6.24975 1.18443 -1.84374
C: 3.06891 4.58693 -0.44358
H: 2.88781 5.14841 -1.35372
C: 3.49511 3.13761 1.88299
C: -4.38663 -2.36973 4.15756
C: -3.60806 -0.07995 -0.57206
C: -0.22000 -3.23601 1.33190
C: -0.50395 -5.54202 1.98101
O: 2.43306 -1.59953 -0.18815
H: -0.90408 1.08934 3.10005
H: -4.41855 -3.24113 4.80050
H: -5.11410 2.31071 -3.21858
C: -4.64309 -0.00959 3.83757
C: 2.32318 3.44763 -0.17810
O: 5.40175 -0.74294 1.40330
H: -0.55789 -6.29711 2.75570
C: -1.17698 4.51774 1.98328
H: -2.96730 -2.25432 -2.37823
H: 7.26532 1.49754 -1.63603
C: -3.91362 -1.39758 1.98489
H: -0.65817 -5.20061 -1.39225
S: 0.00318 -1.54572 1.78125
C: 1.83625 -3.75585 -5.23623
H: -5.49719 -5.69021 -2.70949
C: 4.20406 -0.70812 1.17330
C: 2.42778 -3.86314 -3.98140
H: 1.54418 3.15091 -0.87138
C: -0.09743 2.49175 1.21095
H: 2.41505 1.28975 -4.87071
C: -2.12273 4.39498 0.96516
H: -4.88692 0.97245 4.22415
H: -1.19782 0.55410 5.45724
C: -0.02589 0.93251 3.71074
C: 4.23981 4.28064 1.62399
C: -3.95785 -2.82992 -0.55911
C: 2.42715 -2.78541 -3.11191
C: 3.56371 -1.93074 0.46184
H: -2.71212 1.96080 -3.10630
H: -6.61150 1.21895 -1.54709
C: 5.93609 -0.16379 -1.91543

Cartesian forces, eV/Å:
C 0.264 -0.086 -0.030
H 0.029 -0.015 0.024
C 0.032 -0.046 -0.166
H -0.019 0.038 -0.008
C -0.014 -0.035 -0.018
H 0.004 -0.009 -0.001
H -0.011 0.006 -0.028
O 0.376 -0.355 -0.124
C -0.107 -0.062 -0.046
C 0.056 -0.122 -0.049
C 0.099 -0.078 0.351
C -0.100 -0.043 -0.068
H -0.020 0.010 0.018
C 0.203 -0.113 -0.063
C -0.046 0.005 -0.121
O 0.033 -0.406 -0.189
H 0.001 -0.004 -0.022
H 0.034 -0.007 0.013
C 0.054 0.065 0.052
C 0.044 -0.132 -0.065
C 0.028 0.019 0.027
V -0.677 -0.732 0.303
C -0.053 -0.022 0.108
H 0.000 0.007 0.017
H -0.004 0.003 0.018
C 0.045 0.052 -0.042
H 0.005 -0.016 0.011
H -0.001 -0.060 -0.047
H 0.004 -0.032 -0.033
H -0.018 0.046 -0.011
C 0.025 0.031 -0.025
C 0.117 -0.037 0.034
H 0.006 0.010 0.019
C -0.018 -0.029 0.032
H -0.025 0.020 0.009
H -0.013 -0.016 0.020
C 0.001 -0.020 -0.021
H -0.008 -0.002 -0.004
Si -0.407 0.423 -0.148
H -0.012 0.017 -0.011
H 0.038 0.004 -0.035
C -0.045 0.128 0.106
H -0.001 0.027 0.059
S -0.178 0.243 -0.203
C -0.036 0.016 0.047
H 0.019 0.008 -0.026
H 0.010 0.020 0.000
P -0.749 1.224 0.411
C -0.028 0.011 -0.042
H -0.004 -0.021 -0.007
C 0.021 -0.038 0.070
H 0.020 -0.038 0.053
H -0.011 -0.009 -0.005
P 0.351 0.140 -0.671
C -0.041 0.044 0.024
C -0.038 -0.057 -0.073
C -0.027 -0.025 0.055
C -0.023 0.013 0.012
H 0.018 -0.016 -0.012
C 0.025 -0.009 -0.062
C -0.026 0.037 0.053
H -0.013 0.013 -0.003
H -0.043 0.044 0.025
C -0.060 0.023 -0.048
H 0.003 0.001 -0.017
C 0.027 0.002 0.080
P -0.257 -0.111 -0.163
H -0.015 -0.006 0.000
C 0.012 -0.019 -0.014
C 0.054 -0.007 -0.051
C 0.008 0.014 -0.066
C 0.009 0.037 0.082
H -0.014 -0.061 -0.020
C -0.076 0.008 0.100
C 0.040 -0.039 -0.181
C 0.044 0.007 0.014
C 0.044 -0.126 -0.047
C 0.041 -0.044 0.142
C -0.019 0.016 -0.026
C -0.016 0.028 -0.015
C -0.016 -0.018 0.017
H -0.007 -0.029 0.016
C 0.071 -0.040 -0.028
C 0.024 0.016 -0.048
C -0.193 -0.110 0.012
C -0.232 0.161 0.050
C -0.009 0.024 -0.022
O 1.845 -0.911 0.205
H -0.041 0.001 -0.013
H 0.002 0.000 -0.015
H 0.016 -0.017 0.014
C 0.029 -0.010 -0.038
C -0.104 0.025 0.079
O 0.116 -0.140 0.037
H 0.006 0.008 -0.008
C -0.045 0.019 -0.057
H 0.009 -0.013 0.024
H -0.013 -0.009 -0.001
C 0.266 0.170 0.148
H 0.020 -0.003 0.012
S 0.272 -0.119 0.304
C 0.020 -0.006 0.073
H 0.003 0.012 -0.004
C -0.342 0.620 0.204
C -0.023 0.043 -0.068
H 0.004 0.004 -0.025
C -0.042 -0.027 -0.107
H -0.012 -0.003 0.014
C 0.053 0.040 0.045
H 0.016 0.011 -0.007
H -0.003 0.007 -0.017
C 0.018 0.044 -0.097
C -0.032 0.000 -0.011
C -0.064 0.022 0.180
C -0.031 -0.049 0.044
C -0.502 0.569 -0.199
H -0.050 -0.013 0.072
H 0.024 -0.034 -0.006
C -0.032 -0.007 -0.037

Summary:
Frontier orbital gap (spin up / spin down), eV: 6.5 / 6.6
Energy relative to the best compared isomer or geometry (same formula, charge and spin), kcal/mol: 0.0
Net charge: -1
Strongest force on any atom, Eh/bohr: 0.0402
E_LUMO (spin up / spin down), eV: 1.87 / 1.98
Spin multiplicity: 2

***

This record from the Open Molecules 2025 dataset describes a molecular structure, C34H26CuN5O2S4 in a non-equilibrium geometry. The level of theory is ωB97M-V/def2-TZVPD.

Element x y z (Å)
S: -1.32050 1.57745 -5.16990
C: -1.34180 -0.28925 0.11880
H: -3.43730 -3.23625 -3.67580
H: 9.80020 5.74785 -2.74540
H: 9.29440 5.80665 -4.43160
C: -2.13880 -1.62345 -3.10770
H: 3.74680 1.56575 -4.90440
C: -0.19170 1.40725 1.91250
C: 2.87550 0.84095 -2.54340
H: 7.28530 1.56285 -1.46420
H: -4.52800 -4.34415 7.13420
S: -0.40850 4.65935 -3.48750
C: 4.52340 1.57375 -4.15190
C: 5.78790 2.02425 -4.46560
N: -2.78090 -2.13935 3.03090
O: -6.03720 -6.53835 6.55550
C: -5.60910 -5.92815 4.33730
H: 1.27810 6.29495 -2.99770
C: 1.69460 0.67485 -2.32350
H: -1.10500 0.25355 3.46750
H: 1.77380 3.80835 -1.33080
C: 9.52130 5.13795 -3.60300
H: -2.46780 -1.83105 3.93470
C: -3.02200 -2.40925 0.86670
H: -3.51010 -2.91935 5.47750
Cu: -0.19770 0.73545 -2.25150
C: -5.43020 -5.67765 5.70290
C: -2.81440 -2.18465 -0.52410
C: -1.03390 4.43285 -1.86400
C: -4.24220 -4.02065 3.77730
C: -3.03860 -2.66105 -2.85460
C: 8.28750 4.34885 -3.28100
N: -0.58840 0.72485 -0.33080
H: 0.28660 2.10815 2.57630
H: 1.83580 5.51435 -0.80530
H: 2.00040 4.74015 -3.46910
H: -6.29300 -5.37145 8.25040
H: -5.17260 -5.30625 2.34230
C: -0.96370 0.37585 2.40480
N: -1.60720 -0.89505 -2.15210
C: 5.23600 1.12665 -1.89320
S: -2.55060 3.98035 -1.47270
H: -0.29890 4.53245 0.01500
C: -3.37410 -2.95285 -1.54960
N: -3.77560 -3.36085 1.47080
H: 5.02050 0.77435 -0.89350
H: -4.82230 -6.38665 8.22910
C: 4.22090 1.14995 -2.85210
C: -4.66490 -4.58175 6.09130
C: -5.02830 -5.11545 3.39370
H: -1.82630 -1.38145 -4.11500
H: 0.59080 2.32365 0.12960
C: -1.04100 1.42605 -3.66180
N: -0.08460 4.72195 -0.95360
H: 10.33950 4.48265 -3.88790
C: -1.55760 -0.51525 1.50300
H: -6.22420 -6.76705 4.05130
C: -0.02890 1.54105 0.53870
C: 1.22480 5.21415 -2.87240
C: -2.38670 -1.61795 1.83060
C: -5.87680 -6.33545 7.94040
C: 1.28420 4.78965 -1.40890
C: -1.93250 -1.13895 -0.87650
C: -3.62170 -3.19165 2.76530
C: 6.50490 1.57125 -2.21010
O: 7.32050 4.75135 -2.69820
S: 8.38870 2.68275 -3.89740
H: -6.42200 -7.14215 8.42820
H: 6.01920 2.37075 -5.46310
C: -4.08430 -3.76855 5.13790
C: 6.76880 2.04675 -3.48510
H: -4.02860 -3.77095 -1.28850

Cartesian forces, eV/Å:
S -0.194 -0.091 0.303
C 0.049 0.143 0.811
H -0.038 -0.031 -0.055
H 0.002 -0.019 0.021
H -0.012 0.029 -0.074
C -0.043 -0.086 0.005
H -0.053 -0.004 0.040
C -0.202 -0.225 0.231
C 0.107 -0.123 0.238
H 0.084 0.038 0.047
H 0.023 -0.015 0.085
S 0.171 0.007 0.386
C 0.077 0.010 -0.009
C 0.058 0.015 0.007
N -0.077 -0.034 0.165
O -0.023 -0.030 -0.343
C -0.066 -0.018 0.269
H 0.060 -0.026 0.077
C -0.147 -0.077 -0.205
H -0.004 0.013 0.148
H -0.046 0.091 0.003
C 0.055 0.212 0.108
H -0.089 -0.066 -0.009
C 0.530 0.726 0.977
H 0.079 0.085 0.059
Cu -0.055 -0.031 -0.194
C 0.081 0.121 -0.214
C 0.351 0.327 -0.253
C 0.207 0.297 0.091
C -0.194 -0.247 0.630
C -0.084 -0.099 0.243
C -0.338 -0.439 -0.013
N -0.221 0.066 1.055
H 0.052 0.084 0.095
H 0.037 -0.083 -0.103
H 0.038 0.013 0.073
H 0.017 -0.060 0.012
H 0.008 -0.030 -0.099
C 0.139 0.076 -0.291
N 0.192 -0.287 0.017
C 0.012 -0.007 -0.002
S -0.541 -0.192 -0.087
H -0.081 0.026 -0.141
C 0.186 0.087 -0.156
N -0.312 -0.413 0.134
H -0.066 0.005 -0.008
H -0.043 0.009 0.002
C 0.216 0.206 -0.206
C -0.200 -0.223 0.357
C 0.135 0.180 0.076
H -0.030 -0.021 -0.086
H 0.095 0.035 -0.096
C -0.050 0.558 -1.410
N 0.048 -0.030 0.062
H 0.096 0.022 -0.022
C 0.238 0.380 -0.377
H -0.033 -0.099 -0.058
C 0.049 -0.001 0.097
C -0.242 0.125 -0.287
C -0.473 -0.577 -0.895
C 0.049 0.057 0.229
C 0.436 -0.120 -0.023
C -0.675 -0.750 -0.200
C 0.215 0.237 -0.553
C 0.001 0.008 -0.016
O 0.037 0.436 0.128
S -0.164 -0.458 -0.039
H 0.043 0.098 -0.028
H 0.002 0.033 -0.038
C -0.011 -0.025 -0.472
C 0.631 0.215 -0.172
H -0.098 -0.034 -0.041

Summary:
Frontier orbital gap, eV: 7.0
Net charge: 0
Strongest force on any atom, Eh/bohr: 0.0295
E_LUMO, eV: -0.35